Record 1
The following is a quantum chemistry calculation of a structure of composition C41H50N3PPt, from the OMol25 dataset.

Each line ends with the Löwdin charge.
Geometry (Å):
Pt: -0.45202 0.18082 0.45962  0.928
N: 9.44995 -0.20178 3.14499  0.155
C: 8.32757 -0.21484 2.90024  -0.182
C: 6.91886 -0.23100 2.59258  -0.229
C: 6.39785 0.68298 1.67988  -0.011
C: 5.04489 0.66546 1.38888  0.006
C: 4.20814 -0.26347 1.99694  -0.200
C: 4.73241 -1.17285 2.90758  -0.009
C: 6.08372 -1.15919 3.20905  -0.013
C: 2.75193 -0.26491 1.66807  -0.063
C: 1.95204 0.60332 2.42038  -0.274
C: 2.28950 1.16025 3.67944  -0.016
C: 1.10987 1.60823 4.23737  -0.061
C: 0.10441 1.34262 3.28445  -0.160
N: 0.60375 0.77972 2.18904  -0.103
C: 2.32103 -1.17694 0.71868  -0.249
C: 3.15212 -2.13978 0.07074  -0.014
C: 2.33424 -2.91438 -0.70425  -0.057
C: 1.02354 -2.40178 -0.52459  -0.155
N: 0.99438 -1.38529 0.31977  -0.063
H: 7.05370 1.40070 1.20609  0.122
H: 4.62871 1.37572 0.68572  0.118
H: 4.07575 -1.89316 3.37844  0.133
H: 6.49717 -1.86385 3.91748  0.122
H: 3.27210 1.16221 4.12390  0.111
H: 0.96708 2.06038 5.20508  0.093
H: -0.94982 1.54028 3.37070  0.080
H: 4.21859 -2.22865 0.20041  0.114
H: 2.60544 -3.74705 -1.33192  0.097
H: 0.12831 -2.76744 -0.99945  0.094
C: -1.74152 -0.88411 -0.76246  -0.310
C: -1.94360 -0.81150 -2.24677  -0.323
C: -0.86148 -0.95423 -3.11902  -0.071
C: -1.03872 -0.98555 -4.49282  -0.085
C: -2.31449 -0.88354 -5.03697  -0.100
C: -3.40033 -0.75350 -4.18546  -0.098
C: -3.21281 -0.71810 -2.80771  -0.083
H: -1.46222 -1.91082 -0.51487  0.026
H: -2.71598 -0.74897 -0.27692  0.035
H: 0.13987 -1.01277 -2.70620  0.099
H: -0.17933 -1.08884 -5.14404  0.101
H: -2.45806 -0.91103 -6.10934  0.097
H: -4.40233 -0.68799 -4.59186  0.103
H: -4.07382 -0.64145 -2.15205  0.110
C: -3.55435 3.84100 -3.48268  -0.192
C: -2.10514 3.44184 -3.81097  -0.171
C: -1.51979 2.50223 -2.74233  -0.181
C: -2.09772 2.87311 -1.37340  -0.404
C: -3.59148 2.49757 -1.34584  -0.181
C: -4.24413 2.71343 -2.72317  -0.178
P: -1.17453 2.30754 0.11579  0.963
C: -2.14690 3.01458 1.53112  -0.414
C: -2.74772 4.43605 1.39943  -0.191
C: -3.93489 4.63497 2.35280  -0.194
C: -3.68035 3.91341 3.67062  -0.197
C: -3.68281 2.39312 3.44861  -0.186
C: -3.20555 2.01849 2.03544  -0.224
C: 0.38746 3.31195 0.13207  -0.394
C: 1.53056 2.66396 -0.67609  -0.216
C: 2.70218 3.63754 -0.77174  -0.193
C: 2.33510 4.85756 -1.63551  -0.186
C: 0.82620 5.12940 -1.60213  -0.191
C: 0.24944 4.81524 -0.22481  -0.180
H: -4.09714 4.07968 -4.39854  0.108
H: -3.56873 4.75137 -2.87429  0.110
H: -1.48950 4.34085 -3.90256  0.100
H: -2.07047 2.93860 -4.77977  0.111
H: -0.43316 2.54027 -2.75825  0.087
H: -1.78613 1.47360 -2.96790  0.082
H: -2.02777 3.96406 -1.29198  0.092
H: -4.11021 3.10058 -0.60045  0.095
H: -3.71037 1.45525 -1.04210  0.093
H: -5.31015 2.91348 -2.59830  0.112
H: -4.16411 1.79966 -3.31332  0.091
H: -1.38299 3.08012 2.30765  0.080
H: -3.06282 4.65903 0.38093  0.089
H: -1.97787 5.16796 1.65077  0.108
H: -4.85410 4.24930 1.89987  0.114
H: -4.09356 5.70301 2.51324  0.111
H: -4.42361 4.18822 4.42039  0.107
H: -2.71192 4.23808 4.06588  0.113
H: -4.69209 2.00316 3.59659  0.110
H: -3.05324 1.90370 4.19818  0.101
H: -4.05168 2.01074 1.34769  0.099
H: -2.79737 1.00686 2.02607  0.081
H: 0.67736 3.23462 1.18463  0.099
H: 1.20920 2.39254 -1.68285  0.097
H: 1.82982 1.73118 -0.19748  0.074
H: 3.57836 3.13678 -1.18852  0.104
H: 2.97620 3.95331 0.23989  0.114
H: 2.65209 4.69082 -2.66750  0.108
H: 2.87708 5.73798 -1.28298  0.107
H: 0.32162 4.51469 -2.34982  0.086
H: 0.61924 6.16722 -1.87038  0.114
H: -0.78168 5.15513 -0.16881  0.077
H: 0.79430 5.40168 0.52177  0.123

## Properties
**Total energy**: -60335.7418 eV
**HOMO**: -7.70 eV
**Frontier orbital gap**: 6.9 eV
**Relative energy (zero: lowest compared OMol25 entry of this formula, charge and spin)**: 0.0 kcal per mole

Record 2
The following is a quantum chemistry calculation of a structure of composition C41H51CsN8O6S4 at a distorted geometry, from the OMol25 dataset.

Each line ends with the Löwdin charge.
Geometry (Å):
Cs: 1.19531 0.91204 -1.46544  1.068
C: -2.91825 1.52169 4.51253  -0.046
C: -2.28347 0.20362 4.98364  -0.547
C: -2.82123 -0.12266 6.38168  -0.078
C: -2.71560 -0.92592 4.03622  -0.040
C: -0.76431 0.36860 4.96230  -0.178
C: -0.02153 0.54696 6.13632  -0.050
C: 1.35155 0.75796 6.10895  -0.100
C: 1.99815 0.79923 4.88568  -0.504
S: 3.66954 1.06179 4.50310  1.030
C: 3.25969 0.93465 2.73742  -0.480
N: 2.00489 0.72023 2.54004  0.107
C: 1.27156 0.62914 3.68980  -0.318
C: -0.10231 0.40864 3.74265  0.039
C: 4.28737 1.03375 1.71752  -0.316
C: 5.62846 0.78874 2.07257  -0.113
C: 6.60751 0.77149 1.10270  -0.140
C: 6.23458 0.95707 -0.23038  -0.128
C: 4.90485 1.17582 -0.55616  -0.179
C: 3.86308 1.29646 0.39085  -0.137
H: -4.00893 1.43874 4.49767  0.083
H: -2.58009 1.77128 3.50574  0.052
H: -2.63729 2.34127 5.17801  0.092
H: -3.88768 -0.34823 6.31638  0.077
H: -2.70411 0.71980 7.06650  0.075
H: -2.31359 -0.99244 6.80374  0.085
H: -3.79749 -1.06749 4.09609  0.081
H: -2.22654 -1.86309 4.30959  0.093
H: -2.46472 -0.70464 2.99872  0.068
H: -0.51712 0.52441 7.09722  0.090
H: 1.89994 0.89864 7.03289  0.097
H: -0.61895 0.28691 2.79658  0.120
H: 5.88710 0.55345 3.10229  0.064
H: 7.64105 0.58037 1.37048  0.080
H: 6.99741 0.92181 -1.00407  0.084
H: 4.65761 1.27743 -1.61351  0.065
C: 1.26605 -3.56282 -9.13499  -0.067
C: 1.51138 -2.69200 -7.92799  -0.292
C: 2.15596 -3.19164 -6.80299  -0.049
C: 2.36648 -2.38798 -5.68923  -0.050
C: 1.93240 -1.07516 -5.69657  -0.249
C: 1.29437 -0.55922 -6.81457  -0.052
C: 1.08650 -1.36442 -7.92178  -0.053
S: 2.21251 -0.01377 -4.27066  0.323
O: 3.29735 0.85940 -4.67024  -0.323
O: 2.53886 -0.92654 -3.17956  -0.493
O: 0.94760 0.68173 -4.04888  -0.600
H: 1.61167 -4.58068 -8.95629  0.066
H: 1.78850 -3.16978 -10.00999  0.073
H: 0.20085 -3.59725 -9.37288  0.074
H: 2.48946 -4.22369 -6.79349  0.103
H: 2.86143 -2.76666 -4.80375  0.104
H: 0.95820 0.47023 -6.79538  0.116
H: 0.58144 -0.96652 -8.79602  0.107
S: 1.03261 6.70059 -0.28832  0.497
C: 0.82109 5.59333 0.91299  -1.202
N: -0.03365 4.57789 0.92617  -0.055
C: 0.04586 3.61130 2.00857  -0.224
C: 0.67496 4.34818 3.18169  -0.423
S: 1.76926 5.58834 2.41209  0.877
H: -0.60737 4.33116 0.12547  0.088
H: 0.65033 2.74335 1.72449  0.105
H: -0.96063 3.26038 2.23757  0.108
H: 1.25851 3.69035 3.82033  0.065
H: -0.06327 4.88084 3.78227  0.070
C: 2.61936 -2.84062 -0.62296  -0.162
N: 2.61965 -4.31934 -0.64456  -0.088
C: 2.03988 -4.78508 0.61505  -0.198
N: 0.68086 -4.28841 0.83713  -0.089
C: 0.72441 -2.81091 0.81435  -0.165
N: 1.27138 -2.31084 -0.44132  -0.102
C: 0.42336 -2.77889 -1.53754  -0.177
N: 0.36874 -4.25544 -1.58302  -0.085
C: 1.73913 -4.74597 -1.73544  -0.186
C: -0.14494 -4.72191 -0.29418  -0.188
H: 3.02679 -2.46638 -1.56049  0.104
H: 3.25429 -2.50322 0.19965  0.131
H: 2.67691 -4.45123 1.43803  0.119
H: 2.01599 -5.88063 0.61156  0.113
H: 1.34487 -2.46357 1.64407  0.124
H: -0.28793 -2.42472 0.93661  0.104
H: 0.82538 -2.41130 -2.48175  0.106
H: -0.58812 -2.39790 -1.38867  0.108
H: 2.14314 -4.36376 -2.67579  0.117
H: 1.72339 -5.84095 -1.77174  0.114
H: -0.18095 -5.81702 -0.30285  0.114
H: -1.15589 -4.33156 -0.15827  0.123
C: -3.77691 2.24413 -3.19967  -0.067
C: -4.35720 3.02260 -2.01884  -0.178
C: -4.14444 2.30925 -0.66998  -0.311
C: -4.80433 3.12588 0.45653  -0.169
C: -4.68865 2.45553 1.82600  -0.080
C: -4.82348 0.95680 -0.73620  -0.456
O: -6.01746 0.83029 -0.96698  0.057
N: -4.01732 -0.10863 -0.52253  0.207
C: -2.62784 -0.08051 -0.17894  -0.538
O: -2.12191 -1.17630 0.03417  0.011
N: -2.00454 1.09948 -0.10643  0.162
C: -2.62615 2.25057 -0.38927  -0.465
O: -2.03127 3.33332 -0.41469  0.004
H: -3.88573 2.81061 -4.12528  0.071
H: -4.28959 1.28804 -3.32409  0.076
H: -2.71396 2.04697 -3.04844  0.082
H: -5.42906 3.17571 -2.16402  0.114
H: -3.87143 3.99559 -1.94560  0.116
H: -5.85691 3.27136 0.20383  0.115
H: -4.31512 4.10090 0.47753  0.119
H: -5.21721 1.49978 1.83377  0.083
H: -5.11678 3.08634 2.60687  0.076
H: -3.64227 2.26515 2.07484  0.044
H: -4.42531 -1.02969 -0.56487  0.151

## Properties
**Total energy**: -111445.2458 eV
**HOMO**: -1.80 eV
**Frontier orbital gap**: 5.5 eV
**Charge**: -2
**Relative energy (zero: lowest compared OMol25 entry of this formula, charge and spin)**: 13.1 kcal per mole